Entry 1:
Formula: C28H75B2CoF8N3O16
Source: the OMol25 dataset
Level of theory: wB97M-V/def2-TZVPD

The energy relative to the best compared isomer or geometry (same formula, charge and spin) comes out at 4.466 eV. The calculation puts the total energy at -4711.44101 a.u. Its spin multiplicity is 4.

Element x y z (Å)
Co -0.303 -0.645 0.954
B 3.907 -3.594 0.800
F 4.930 -4.424 1.092
F 3.122 -3.487 1.894
F 4.483 -2.302 0.574
F 3.114 -4.072 -0.251
B -3.127 1.225 0.298
F -2.191 0.242 0.700
F -4.310 0.718 -0.015
F -3.285 2.328 1.067
F -2.601 1.689 -0.892
C 4.107 0.120 2.880
O 3.649 1.166 2.026
C 4.601 2.230 1.931
C 4.041 3.543 1.198
N 3.961 3.373 -0.243
C 5.240 3.701 -0.943
C 5.159 3.830 -2.509
O 4.752 2.542 -3.199
C 4.725 2.687 -4.589
H 4.658 -0.623 2.304
H 3.316 -0.491 3.315
H 4.591 0.574 3.745
H 5.428 1.829 1.345
H 4.922 2.575 2.913
H 4.698 4.380 1.434
H 3.204 3.997 1.729
H 3.059 3.662 -0.593
H 5.969 2.922 -0.722
H 5.800 4.547 -0.545
H 6.110 4.093 -2.972
H 4.545 4.681 -2.805
H 3.971 2.004 -4.979
H 5.649 2.237 -4.953
H 4.815 3.693 -4.998
C 2.332 6.239 -1.150
O 1.666 4.971 -1.268
C 0.336 5.175 -0.928
C -0.432 3.908 -0.761
N -0.200 2.982 -1.892
C -0.920 3.307 -3.090
C -0.727 2.168 -4.155
O 0.554 2.130 -4.798
C 0.848 1.039 -5.722
H 3.254 6.258 -1.731
H 2.849 6.327 -0.195
H 1.784 7.156 -1.369
H -0.185 5.752 -1.692
H 0.123 5.815 -0.072
H -1.456 4.281 -0.783
H -0.279 3.409 0.197
H 0.791 3.028 -2.081
H -0.543 4.284 -3.394
H -1.963 3.361 -2.776
H -1.573 2.237 -4.839
H -0.855 1.205 -3.660
H 0.072 0.923 -6.479
H 0.861 0.030 -5.311
H 1.700 1.179 -6.386
C -4.057 -4.252 -5.197
O -3.881 -2.864 -4.816
C -2.740 -2.413 -4.097
C -3.248 -1.273 -3.092
N -3.908 -1.533 -1.799
C -5.048 -2.320 -1.969
C -5.923 -2.197 -0.731
O -6.579 -0.883 -0.499
C -7.272 -0.958 0.758
H -5.116 -4.360 -5.429
H -3.724 -5.002 -4.479
H -3.495 -4.437 -6.112
H -2.142 -2.047 -4.931
H -2.258 -3.162 -3.469
H -3.866 -0.460 -3.474
H -2.373 -0.701 -2.783
H -4.143 -0.674 -1.322
H -4.962 -3.390 -2.154
H -5.691 -1.940 -2.763
H -5.266 -2.405 0.113
H -6.613 -3.018 -0.922
H -7.836 -1.890 0.785
H -7.909 -0.076 0.833
H -6.505 -0.933 1.531
C -0.300 -4.139 0.407
C -0.627 -3.167 -0.754
O -1.411 -1.988 -0.319
O 0.416 -3.443 1.424
H 0.178 -5.063 0.083
H -1.110 -4.622 0.953
H -1.099 -3.527 -1.669
H 0.261 -2.629 -1.086
H -2.270 -2.053 -0.744
H 1.301 -3.814 1.400
C -3.840 -3.213 4.009
C -4.657 -2.028 3.463
O -3.932 -1.246 2.586
O -2.911 -3.670 3.121
H -4.456 -3.958 4.513
H -3.172 -2.889 4.806
H -5.029 -1.499 4.340
H -5.512 -2.405 2.900
H -4.622 -0.842 2.055
H -3.256 -3.796 2.234
C 1.881 -1.998 6.044
C 2.802 -3.205 6.046
O 3.392 -3.249 7.316
O 2.622 -0.726 6.058
H 1.298 -1.857 6.954
H 1.163 -1.986 5.224
H 3.366 -3.185 5.113
H 2.157 -4.080 5.970
H 2.805 -3.696 7.930
H 3.511 -0.817 6.409
C 1.080 0.187 -1.554
C 2.146 -0.278 -0.464
O 1.713 -1.239 0.446
O 0.004 0.533 -0.722
H 0.808 -0.620 -2.234
H 1.315 0.965 -2.280
H 2.368 0.586 0.162
H 3.098 -0.637 -0.854
H 2.487 -1.747 0.701
H -0.255 1.286 -1.259
C -0.916 -0.145 3.834
C 0.521 0.491 3.539
O 0.806 0.782 2.206
O -1.217 -1.113 2.896
H -1.704 0.569 4.076
H -1.025 -0.666 4.785
H 1.283 -0.248 3.790
H 0.767 1.384 4.113
H 1.670 1.199 2.245
H -2.088 -1.429 3.150

Mulliken atomic charge list, values in e, 8 entries:
1. Co 0.847
2. B 0.292
3. F -0.340
4. F -0.299
5. F -0.379
6. F -0.384
7. B -0.671
8. F 0.227

Entry 2:
Formula: C28H77Cu4N7O19S3
Source: the OMol25 dataset
Level of theory: wB97M-V/def2-TZVPD

The net charge is -2. The energy relative to the best compared isomer or geometry (same formula, charge and spin) comes out at 16.734 eV. The calculation puts the total energy at -10681.76522 a.u.

Element x y z (Å)
Cu -1.278 -0.835 -7.602
Cu 0.013 1.175 -2.347
Cu -3.626 5.180 -2.472
Cu 2.042 2.500 -5.960
S 2.147 -1.630 -5.575
O 2.249 -0.757 -4.433
O 3.307 -2.530 -5.641
O 0.886 -2.332 -5.513
O 2.116 -0.778 -6.753
S -3.184 2.073 -5.170
O -3.363 3.495 -5.437
O -3.972 1.141 -5.945
O -1.776 1.651 -5.320
O -3.467 1.932 -3.760
S 0.430 5.241 -1.758
O -0.386 4.337 -0.978
O -0.449 6.349 -2.261
O 1.491 5.641 -0.820
O 0.982 4.443 -2.822
C -9.512 -0.954 -6.216
C -8.856 -1.037 -4.796
C -9.875 -1.544 -3.787
O -10.886 -0.560 -3.500
C -11.947 -0.953 -2.642
N -7.598 -1.719 -4.788
H -8.846 -0.556 -6.981
H -10.388 -0.305 -6.241
H -9.825 -1.934 -6.575
H -8.574 -0.022 -4.517
H -9.367 -1.789 -2.854
H -10.385 -2.437 -4.147
H -12.370 -0.022 -2.264
H -11.611 -1.495 -1.759
H -12.696 -1.568 -3.140
H -6.938 -1.162 -5.313
H -7.205 -1.881 -3.872
C -5.501 -3.883 -10.137
C -4.038 -3.420 -10.156
C -3.750 -2.115 -10.942
O -2.348 -1.810 -11.120
C -1.864 -2.220 -12.374
N -3.782 -3.276 -8.727
H -5.654 -4.806 -9.578
H -5.797 -4.124 -11.158
H -6.144 -3.156 -9.641
H -3.450 -4.231 -10.585
H -4.164 -1.301 -10.348
H -4.313 -2.201 -11.871
H -2.201 -1.548 -13.164
H -2.129 -3.234 -12.673
H -0.785 -2.066 -12.408
H -4.682 -3.098 -8.304
H -3.540 -4.190 -8.373
C -5.040 10.115 -6.503
C -4.571 9.540 -5.109
C -5.752 8.860 -4.314
O -5.483 8.582 -2.989
C -6.647 8.481 -2.175
N -3.443 8.644 -5.284
H -4.283 10.750 -6.963
H -5.875 10.786 -6.300
H -5.286 9.308 -7.193
H -4.179 10.398 -4.563
H -5.952 7.909 -4.808
H -6.574 9.573 -4.370
H -6.600 7.999 -1.198
H -7.430 7.928 -2.693
H -7.166 9.418 -1.976
H -2.916 8.541 -4.429
H -3.753 7.689 -5.394
C -1.048 4.812 -10.671
C -0.440 5.978 -9.776
C -1.262 7.280 -9.764
O -1.061 7.850 -11.038
C -1.630 9.153 -11.164
N -0.320 5.475 -8.374
H -1.887 4.275 -10.228
H -0.344 4.011 -10.896
H -1.377 5.176 -11.644
H 0.576 6.244 -10.067
H -0.868 7.912 -8.968
H -2.341 7.147 -9.684
H -1.694 9.478 -12.203
H -0.921 9.765 -10.607
H -2.627 9.365 -10.778
H -1.235 5.351 -7.965
H 0.209 6.097 -7.780
C -7.986 5.635 -9.048
C -7.577 4.207 -9.138
C -6.605 3.869 -10.294
O -7.046 4.146 -11.649
C -6.049 4.724 -12.421
N -7.070 3.784 -7.855
H -8.444 5.832 -8.079
H -8.761 5.723 -9.810
H -7.170 6.350 -9.151
H -8.413 3.527 -9.309
H -6.285 2.827 -10.291
H -5.761 4.520 -10.067
H -6.464 4.927 -13.408
H -5.266 4.039 -12.744
H -5.452 5.552 -12.039
H -6.208 4.286 -7.700
H -6.597 2.892 -7.878
C -2.034 -4.420 -0.772
C -3.127 -3.437 -1.234
C -4.175 -3.049 -0.178
O -4.882 -4.218 0.123
C -5.859 -3.980 1.123
N -2.450 -2.224 -1.722
H -1.480 -4.013 0.074
H -1.206 -4.452 -1.481
H -2.376 -5.431 -0.548
H -3.537 -3.854 -2.153
H -4.768 -2.232 -0.590
H -3.683 -2.661 0.713
H -6.783 -3.485 0.823
H -5.480 -3.411 1.972
H -6.185 -4.946 1.510
H -3.189 -1.578 -1.960
H -1.922 -2.525 -2.529
C -7.320 1.398 0.992
C -6.287 2.458 1.237
C -5.015 1.935 1.896
O -5.416 1.549 3.189
C -4.305 0.988 3.937
N -5.940 2.998 -0.022
H -7.049 0.760 0.150
H -8.340 1.722 0.786
H -7.475 0.746 1.851
H -6.726 3.245 1.850
H -4.226 2.687 1.894
H -4.554 1.088 1.387
H -3.625 1.785 4.238
H -3.742 0.209 3.424
H -4.742 0.629 4.869
H -6.766 3.029 -0.603
H -5.339 2.345 -0.504

Mulliken atomic charge list, values in e, 8 entries:
1. Cu 0.867
2. Cu 0.922
3. Cu 0.894
4. Cu 0.900
5. S 1.192
6. O -0.762
7. O -0.769
8. O -0.718

Entry 3:
Formula: C28H77F2N9O14S2
Source: the OMol25 dataset
Level of theory: wB97M-V/def2-TZVPD

The net charge is -2. The energy relative to the best compared isomer or geometry (same formula, charge and spin) comes out at 0.320 eV. The calculation puts the total energy at -3655.15582 a.u.

Element x y z (Å)
N -1.688 4.256 -3.253
S -1.685 4.536 -1.683
O -2.703 3.813 -0.976
O -1.403 5.872 -1.242
F -0.350 3.743 -1.363
S -2.715 5.431 -3.772
O -2.032 6.584 -4.261
O -3.960 5.621 -3.092
F -3.162 4.643 -5.095
N -0.080 0.306 -0.701
O 0.135 0.491 -1.884
O -0.904 1.001 -0.056
O 0.546 -0.619 -0.069
C 1.287 -3.471 2.916
C 0.886 -2.176 3.571
C 1.463 -2.050 4.965
O 0.907 -3.064 5.786
C 1.267 -2.929 7.139
N 1.439 -1.077 2.774
H 0.865 -3.595 1.924
H 0.922 -4.298 3.534
H 2.375 -3.562 2.931
H -0.203 -2.033 3.610
H 1.245 -1.068 5.404
H 2.549 -2.165 4.828
H 2.293 -2.571 7.265
H 1.095 -3.878 7.645
H 0.593 -2.208 7.631
H 1.068 -0.164 3.015
H 1.205 -1.192 1.789
C 4.920 2.845 -1.774
C 3.732 3.013 -2.747
C 4.248 2.762 -4.142
O 3.268 2.903 -5.133
C 3.811 3.057 -6.402
N 2.645 2.101 -2.414
H 4.657 3.152 -0.763
H 5.798 3.408 -2.128
H 5.253 1.802 -1.766
H 3.424 4.057 -2.628
H 4.721 1.767 -4.192
H 5.057 3.484 -4.363
H 4.181 4.085 -6.548
H 3.019 2.876 -7.130
H 4.634 2.364 -6.629
H 3.016 1.175 -2.165
H 2.291 2.371 -1.490
C -4.962 1.813 -3.450
C -4.110 0.878 -2.609
C -4.392 -0.584 -2.896
O -3.712 -1.474 -2.025
C -4.386 -1.596 -0.773
N -2.664 1.174 -2.813
H -5.854 2.159 -2.924
H -5.227 1.351 -4.411
H -4.425 2.709 -3.765
H -4.267 1.061 -1.534
H -4.026 -0.820 -3.899
H -5.481 -0.745 -2.898
H -5.051 -2.472 -0.824
H -5.015 -0.731 -0.575
H -3.645 -1.743 0.010
H -2.222 0.731 -2.011
H -2.527 2.161 -2.592
C -2.250 -4.722 0.119
C -1.845 -4.456 -1.340
C -2.983 -4.668 -2.301
O -3.328 -6.060 -2.310
C -4.221 -6.351 -3.346
N -1.337 -3.102 -1.571
H -1.537 -4.254 0.790
H -2.264 -5.799 0.331
H -3.272 -4.395 0.331
H -0.993 -5.112 -1.556
H -2.687 -4.332 -3.300
H -3.884 -4.126 -1.992
H -4.482 -7.409 -3.265
H -3.753 -6.213 -4.330
H -5.142 -5.756 -3.292
H -0.727 -2.731 -0.847
H -2.107 -2.432 -1.630
C 1.766 4.742 0.872
C 2.251 3.432 1.479
C 1.694 3.245 2.882
O 2.353 2.170 3.524
C 1.867 1.940 4.815
N 1.947 2.296 0.593
H 2.311 4.963 -0.043
H 1.915 5.552 1.591
H 0.702 4.684 0.643
H 3.340 3.468 1.629
H 0.603 3.081 2.851
H 1.827 4.155 3.494
H 2.206 0.957 5.140
H 0.769 1.958 4.843
H 2.232 2.713 5.508
H 0.954 2.090 0.754
H 2.354 1.447 0.990
C -4.954 1.781 3.195
C -3.583 1.892 2.524
C -2.547 0.893 2.978
O -2.433 0.966 4.398
C -1.600 -0.053 4.896
N -3.699 1.791 1.073
H -5.533 2.697 3.106
H -4.747 1.639 4.261
H -5.487 0.915 2.796
H -3.249 2.913 2.787
H -1.569 1.141 2.554
H -2.870 -0.098 2.630
H -1.598 0.013 5.984
H -0.574 0.059 4.519
H -1.950 -1.047 4.589
H -2.782 1.733 0.636
H -4.134 2.601 0.649
C 5.502 -1.781 -1.865
C 4.047 -1.878 -1.434
C 3.828 -2.786 -0.234
O 4.465 -4.043 -0.475
C 3.931 -5.052 0.325
N 3.428 -0.560 -1.288
H 5.661 -1.067 -2.679
H 5.872 -2.726 -2.264
H 6.142 -1.428 -1.046
H 3.575 -2.406 -2.273
H 2.749 -2.971 -0.164
H 4.196 -2.359 0.708
H 4.493 -5.976 0.142
H 2.896 -5.299 0.055
H 4.025 -4.862 1.402
H 3.797 -0.135 -0.432
H 2.462 -0.749 -0.991

Mulliken atomic charge list, values in e, 8 entries:
1. N -0.244
2. S 0.988
3. O -0.500
4. O -0.645
5. F -0.013
6. S 0.992
7. O -0.629
8. O -0.566

> What is the formula in the second record?

C28H77Cu4N7O19S3